Record 1
The following is a quantum chemistry calculation of one molecule with the formula C3H8N2O2 at a distorted geometry, from the OMol25 dataset.

Geometry (Å):
N (2.18, 0.72, 0.02)
C (1.24, -0.23, -0.62)
C (-0.16, -0.32, 0.10)
C (-0.95, -1.57, -0.25)
O (-0.59, -2.63, -0.56)
N (-0.90, 1.09, 0.13)
O (-2.27, 0.84, 0.76)
H (2.38, 0.48, 1.04)
H (1.84, 1.73, 0.00)
H (1.69, -1.16, -0.63)
H (1.06, 0.10, -1.58)
H (0.18, -0.41, 1.15)
H (-2.14, -1.33, -0.18)
H (-1.15, 1.23, -0.90)
H (-2.41, 1.45, 1.51)

Output
- structure (SMILES) = NC[C@H](C=O)NO
- ΔE to the lowest compared entry with this formula, charge and spin (kJ/mol) = 423.83
- DFT total energy (Ha) = -378.9796
- Kohn-Sham gap (hartree) = 0.3664

Löwdin atomic charge list, values in e, 4 entries: atom 1 (N): -0.034, atom 2 (C): -0.231, atom 3 (C): -0.249, atom 4 (C): -0.281

***

Record 2
The following is a quantum chemistry calculation of one molecule with the formula C3H8N2O2 at a distorted geometry, from the OMol25 dataset.

Geometry (Å):
N (1.10, -2.08, 1.23)
C (0.87, -0.74, 1.34)
O (1.08, -0.04, 2.39)
N (0.38, -0.17, 0.15)
C (-0.88, 0.13, -0.44)
C (-0.54, 1.32, -1.57)
O (-1.76, 1.52, -2.52)
H (0.27, -2.56, 0.93)
H (1.31, -2.59, 2.06)
H (1.16, 0.13, -0.45)
H (-1.26, -0.77, -0.97)
H (-1.68, 0.38, 0.30)
H (0.39, 1.16, -2.08)
H (-0.51, 2.31, -1.03)
H (-1.29, 1.62, -3.33)

Output
- structure (SMILES) = NC(=O)NCCO
- ΔE to the lowest compared entry with this formula, charge and spin (kJ/mol) = 264.09
- DFT total energy (Ha) = -379.0404
- Kohn-Sham gap (hartree) = 0.3577

Löwdin atomic charge list, values in e, 4 entries: atom 1 (N): 0.148, atom 2 (C): -0.517, atom 3 (O): 0.021, atom 4 (N): -0.038

***

Record 3
The following is a quantum chemistry calculation of one molecule with the formula C3H8N2O2 at a distorted geometry, from the OMol25 dataset.

Geometry (Å):
N (1.12, 0.81, 1.36)
C (1.35, -0.08, 0.35)
O (1.74, -1.20, 0.56)
C (0.83, 0.49, -0.99)
N (-0.66, 0.47, -0.97)
C (-1.36, -0.54, -0.24)
O (-2.72, -0.12, -0.10)
H (1.41, 0.50, 2.27)
H (1.18, 1.79, 1.18)
H (1.07, 1.53, -1.23)
H (1.15, -0.20, -1.77)
H (-0.98, 0.70, -1.90)
H (-1.32, -1.50, -0.77)
H (-0.98, -0.64, 0.77)
H (-2.65, 0.83, -0.11)

Output
- structure (SMILES) = NC(=O)CNCO
- ΔE to the lowest compared entry with this formula, charge and spin (kJ/mol) = 133.35
- DFT total energy (Ha) = -379.0902
- Kohn-Sham gap (hartree) = 0.3631

Löwdin atomic charge list, values in e, 4 entries: atom 1 (N): 0.161, atom 2 (C): -0.555, atom 3 (O): 0.082, atom 4 (C): -0.112

***

Record 4
The following is a quantum chemistry calculation of a 3-piece molecular cluster, C3H8N2O2 overall at a distorted geometry, from the OMol25 dataset.

Geometry (Å):
C (-1.74, -1.50, -0.75)
C (-1.29, -0.50, 0.06)
N (-0.11, -1.01, 0.59)
C (0.08, -2.23, 0.08)
N (-0.88, -2.56, -0.76)
H (-2.68, -1.51, -1.26)
H (-1.64, 0.41, 0.50)
H (0.47, -0.41, 1.15)
H (0.88, -2.89, 0.36)
O (0.65, 1.69, 1.58)
H (0.25, 2.50, 1.91)
H (1.06, 2.01, 0.75)
O (1.40, 2.15, -1.15)
H (1.24, 1.41, -1.75)
H (2.31, 2.45, -1.31)

Output
- structure (SMILES) = c1c[nH]cn1.O.O
- ΔE to the lowest compared entry with this formula, charge and spin (kJ/mol) = 90.56
- DFT total energy (Ha) = -379.1065
- Kohn-Sham gap (hartree) = 0.3298

Löwdin atomic charge list, values in e, 4 entries: atom 1 (C): -0.189, atom 2 (C): -0.112, atom 3 (N): 0.037, atom 4 (C): -0.229

***

Record 5
The following is a quantum chemistry calculation of one molecule with the formula C3H8N2O2 at a distorted geometry, from the OMol25 dataset.

Geometry (Å):
C (2.39, -0.29, 0.30)
O (1.43, -0.06, -0.68)
N (0.68, 1.03, -0.22)
C (-0.70, 0.87, -0.16)
O (-1.41, 1.81, 0.08)
C (-1.22, -0.64, -0.26)
N (-2.65, -0.75, -0.08)
H (3.21, -0.95, -0.02)
H (2.90, 0.67, 0.58)
H (1.92, -0.76, 1.13)
H (1.10, 1.90, -0.44)
H (-0.88, -0.95, -1.28)
H (-0.70, -1.18, 0.45)
H (-3.23, 0.18, -0.43)
H (-2.85, -0.90, 1.05)

Output
- structure (SMILES) = CONC(=O)CN
- ΔE to the lowest compared entry with this formula, charge and spin (kJ/mol) = 359.01
- DFT total energy (Ha) = -379.0043
- Kohn-Sham gap (hartree) = 0.3694

Löwdin atomic charge list, values in e, 4 entries: atom 1 (C): -0.112, atom 2 (O): -0.165, atom 3 (N): 0.040, atom 4 (C): -0.426

***

Record 6
The following is a quantum chemistry calculation of one molecule with the formula C3H8N2O2S2 at a distorted geometry, from the OMol25 dataset.

Geometry (Å):
N (-2.97, -0.88, -0.52)
S (-1.38, -0.77, 0.19)
O (-0.90, -2.08, 0.62)
O (-1.30, 0.40, 1.07)
C (-0.33, -0.26, -1.37)
N (0.52, 0.71, -1.40)
C (0.99, 1.32, -0.14)
C (1.44, 0.24, 0.83)
S (3.19, -0.23, 0.62)
H (-3.68, -0.73, 0.19)
H (-3.01, -1.76, -0.89)
H (-0.52, -0.66, -2.26)
H (0.25, 1.88, 0.31)
H (1.78, 1.91, -0.41)
H (1.29, 0.57, 1.85)
H (0.85, -0.68, 0.75)
H (3.77, 1.01, 0.58)

Output
- structure (SMILES) = NS(=O)(=O)/C=N\CCS
- ΔE to the lowest compared entry with this formula, charge and spin (kJ/mol) = 115.50
- DFT total energy (Ha) = -1175.3798
- Kohn-Sham gap (hartree) = 0.3359

Löwdin atomic charge list, values in e, 4 entries: atom 1 (N): -0.047, atom 2 (S): 0.697, atom 3 (O): -0.331, atom 4 (O): -0.327

***

Record 7
The following is a quantum chemistry calculation of one molecule with the formula C3H8N2OS at a distorted geometry, from the OMol25 dataset.

Geometry (Å):
C (-0.04, 0.91, -0.69)
C (0.69, -0.45, -0.42)
C (1.40, -0.40, 0.87)
N (-1.11, 1.05, 0.18)
N (-0.27, -1.51, -0.29)
O (-3.31, -0.33, 0.72)
S (-2.40, 0.05, -0.32)
H (0.69, 1.88, -0.54)
H (-0.37, 0.84, -1.80)
H (1.33, -0.38, -1.26)
H (2.24, -1.10, 1.01)
H (0.67, -0.67, 1.66)
H (1.78, 0.69, 1.11)
H (-0.84, 1.32, 1.09)
H (-0.45, -1.88, -1.31)

Output
- ΔE to the lowest compared entry with this formula, charge and spin (kJ/mol) = 449.96
- DFT total energy (Ha) = -701.9061
- Kohn-Sham gap (spin up / spin down) (hartree) = 0.2751 / 0.3246

Löwdin atomic charge list, values in e, 4 entries: atom 1 (C): -0.331, atom 2 (C): -0.568, atom 3 (C): -0.112, atom 4 (N): -0.304

***

Record 8
The following is a quantum chemistry calculation of one molecule with the formula C3H8N2OS at a distorted geometry, from the OMol25 dataset.

Geometry (Å):
C (-1.73, -1.07, -0.39)
N (-0.45, -1.09, 0.26)
C (0.27, -0.05, 0.31)
C (1.62, -0.08, 0.86)
S (2.92, 0.13, -0.39)
N (-0.05, 1.20, -0.28)
O (-1.27, 1.66, 0.12)
H (-1.69, -0.51, -1.38)
H (-2.58, -0.63, 0.19)
H (-2.01, -2.14, -0.57)
H (1.75, -1.05, 1.27)
H (1.77, 0.71, 1.61)
H (2.50, -0.94, -1.02)
H (0.61, 1.85, 0.07)
H (-1.67, 1.99, -0.65)

Output
- structure (SMILES) = C/N=C(/CS)NO
- ΔE to the lowest compared entry with this formula, charge and spin (kJ/mol) = 312.67
- DFT total energy (Ha) = -701.9584
- Kohn-Sham gap (hartree) = 0.3649

Löwdin atomic charge list, values in e, 4 entries: atom 1 (C): -0.153, atom 2 (N): 0.040, atom 3 (C): -0.478, atom 4 (C): -0.505

***

Record 9
The following is a quantum chemistry calculation of one molecule with the formula C3H8N2OS at a distorted geometry, from the OMol25 dataset.

Geometry (Å):
C (0.81, -1.22, -0.92)
C (0.03, -0.06, -0.34)
N (0.46, 0.82, 0.54)
S (2.06, 0.52, 1.09)
N (-1.28, 0.01, -0.76)
C (-2.12, -1.18, -0.92)
O (-2.02, 0.92, 0.06)
H (0.43, -1.71, -1.82)
H (1.73, -0.77, -1.28)
H (1.12, -2.04, -0.19)
H (1.97, 1.48, 2.04)
H (-3.22, -0.87, -0.98)
H (-1.97, -1.90, -0.07)
H (-1.81, -1.72, -1.86)
H (-1.65, 0.80, 0.95)

Output
- structure (SMILES) = C/C(=N\S)N(C)O
- ΔE to the lowest compared entry with this formula, charge and spin (kJ/mol) = 333.36
- DFT total energy (Ha) = -701.9505
- Kohn-Sham gap (hartree) = 0.3314

Löwdin atomic charge list, values in e, 4 entries: atom 1 (C): -0.073, atom 2 (C): -0.497, atom 3 (N): -0.332, atom 4 (S): 0.710

***

- What is the formula in the fourth record?
  C3H8N2O2